[1]
Below is a cluster of 2 separate species, C4H9N2O2S in total, with properties calculated with the ωB97M-V functional and the def2-TZVPD basis.

Each atom is followed by the atoms it is bonded to, with distances in Å.
Atoms and positions in Å:
1 C 2.3743 0.7030 0.1774  N5 1.328, N6 1.370, H10 1.104
2 C -1.6629 0.0675 -0.4643  C3 1.413, S9 1.800
3 C -2.9996 0.5256 -0.4596  C2 1.413, H11 1.211, H12 1.108, H13 1.094
4 C 0.2815 0.6982 1.4635  N6 1.302, H14 1.124, H15 1.120
5 N 3.2754 -0.0743 -0.4125  C1 1.328, H16 1.022, H17 1.045
6 N 1.3070 0.1755 0.8542  C1 1.370, C4 1.302, H18 1.088
7 O 0.0690 -1.9869 -0.2352  S9 1.471
8 O -1.7976 -2.2430 -1.7523  S9 1.406
9 S -1.3428 -1.7027 -0.5360  C2 1.800, O7 1.471, O8 1.406
10 H 2.4953 1.7657 0.4507  C1 1.104
11 H -3.5366 -0.1155 -1.3349  C3 1.211
12 H -2.9940 1.6247 -0.6013  C3 1.108
13 H -3.4312 0.2230 0.4991  C3 1.094
14 H 0.3451 1.8198 1.5104  C4 1.124
15 H -0.2678 -0.1451 1.9559  C4 1.120
16 H 4.0284 0.4448 -0.8682  N5 1.022
17 H 2.9098 -0.9767 -0.7913  N5 1.045
18 H 0.9468 -0.8036 0.5446  N6 1.088

Calculated values
HOMO-LUMO gap (spin up / spin down) (eV): 7.23 / 6.28
Electronic energy (eV): -22190.7126
Relative energy (zero: lowest compared OMol25 entry of this formula, charge and spin) (kcal per mole): 141.9
Total charge: +1
E_LUMO (spin up / spin down) (eV): -5.52 / -5.61
2S+1: 1



[2]
Below is the ion C4H9N2O3 with charge +1, with properties calculated with the ωB97M-V functional and the def2-TZVPD basis.

Each atom is followed by the atoms it is bonded to, with distances in Å.
Atoms and positions in Å:
1 C 0.0384 -0.8275 1.0828  C2 1.521, H10 1.080, H11 1.133, H12 1.059
2 C 0.1784 -0.3620 -0.3587  C1 1.521, N3 1.498, O4 1.364, N5 1.523
3 N -1.1266 -0.5748 -1.0637  C2 1.498, H13 0.979, H14 1.074, H15 1.170
4 O 1.0132 -0.9871 -1.2373  C2 1.364, H16 0.982
5 N 0.3954 1.1414 -0.2518  C2 1.523, C6 1.335, C8 1.447
6 C -0.5313 2.0720 -0.0143  N5 1.335, O7 1.255, H17 1.061
7 O -1.7340 1.7143 -0.0126  C6 1.255
8 C 1.7727 1.5583 -0.1000  N5 1.447, O9 1.182, H18 1.073
9 O 2.6221 0.7489 -0.2476  C8 1.182
10 H -0.4311 -1.7948 1.1828  C1 1.080
11 H -0.6043 -0.1207 1.6917  C1 1.133
12 H 0.9511 -0.6692 1.5962  C1 1.059
13 H -1.3707 -1.4250 -0.6451  N3 0.979
14 H -0.9895 -0.5060 -2.1267  N3 1.074
15 H -1.6732 0.3576 -0.6164  N3 1.170
16 H 1.9686 -1.0927 -1.0368  O4 0.982
17 H -0.2451 2.9975 0.4174  C6 1.061
18 H 1.7705 2.5500 0.3101  C8 1.073

Calculated values
HOMO-LUMO gap (eV): 11.44
Electronic energy (eV): -13409.1113
Relative energy (zero: lowest compared OMol25 entry of this formula, charge and spin) (kcal per mole): 18.6
Total charge: +1
E_LUMO (eV): -3.77
2S+1: 1
SMILES: C[C@]([NH3+])(O)N(C=O)C=O



[3]
Below is the ion C4H9N2OS with charge -1, with properties calculated with the ωB97M-V functional and the def2-TZVPD basis.

Each atom is followed by the atoms it is bonded to, with distances in Å.
Atoms and positions in Å:
1 C 1.9623 1.3085 1.4665  N2 1.479, H9 1.146, H10 1.126, H11 1.086
2 N 1.8344 0.0440 0.7094  C1 1.479, C3 1.513, H12 1.056
3 C 0.6817 -0.0513 -0.2660  N2 1.513, C4 1.533, C6 1.462, H13 1.192
4 C -0.4864 0.7949 0.2533  C3 1.533, S5 1.772, H14 1.110, H15 1.081
5 S -1.7064 1.2989 -0.9291  C4 1.772
6 C 0.0378 -1.3625 -0.2121  C3 1.462, N7 1.375, O8 1.194
7 N -0.9220 -1.7420 -1.1208  C6 1.375, H16 1.054, H17 1.044
8 O 0.3564 -2.0024 0.7439  C6 1.194
9 H 3.0981 1.4350 1.5533  C1 1.146
10 H 1.4852 2.1347 0.8693  C1 1.126
11 H 1.5567 1.2952 2.4740  C1 1.086
12 H 1.7841 -0.8005 1.3411  N2 1.056
13 H 1.0828 0.3430 -1.3175  C3 1.192
14 H -0.0673 1.7454 0.6441  C4 1.110
15 H -1.0162 0.2228 1.0020  C4 1.081
16 H -1.4737 -0.9624 -1.5667  N7 1.054
17 H -1.5582 -2.4278 -0.6562  N7 1.044

Calculated values
HOMO-LUMO gap (eV): 6.72
Electronic energy (eV): -20157.3761
Relative energy (zero: lowest compared OMol25 entry of this formula, charge and spin) (kcal per mole): 33.9
Total charge: -1
E_LUMO (eV): 3.89
2S+1: 1
SMILES: CN[C@H](C[S-])C(N)=O



- Look up the relative energy (zero: lowest compared OMol25 entry of this formula, charge and spin) of the second one.
  18.6 kcal per mole